[1]
Formula: C20H29N3O4
Source: the OMol25 dataset
Level of theory: ωB97M-V/def2-TZVPD

Properties
Kohn-Sham gap = 8.6 eV
HOMO level = -8.02 eV
SMILES = COc1cccc(CN2CCNC(=O)[C@@H]2CC(=O)NC2CCCC2)c1OC

Positions of all 56 atoms, in Å:
C -4.83230 -1.41676 -1.14604
O -3.53862 -1.95906 -1.23613
C -2.49177 -1.11632 -1.48452
C -2.65867 0.19050 -1.91949
C -1.56711 0.98251 -2.22943
C -0.29394 0.47728 -2.09068
C -0.09492 -0.81411 -1.62179
C 1.32409 -1.30778 -1.46809
N 2.07430 -0.44688 -0.54723
C 3.42102 -0.16042 -0.99296
C 4.29378 -1.41967 -1.05040
N 4.11735 -2.18650 0.16199
C 3.09932 -2.09381 1.04488
O 3.01772 -2.85314 1.98844
C 2.11988 -0.92803 0.82973
C 0.75927 -1.32600 1.39457
C -0.34874 -0.28635 1.39238
O -1.49334 -0.59699 1.67006
N 0.01697 0.98018 1.12826
C -0.91501 2.08671 1.19710
C -0.84280 2.76453 2.57632
C 0.25759 3.80556 2.40695
C -0.03560 4.38380 1.02365
C -0.54267 3.19189 0.19488
C -1.18821 -1.62707 -1.31756
O -0.90583 -2.89989 -0.90716
C -1.76489 -3.53347 0.02864
H -5.46857 -2.23486 -0.81074
H -5.19132 -1.05924 -2.11733
H -4.87380 -0.60337 -0.41565
H -3.65027 0.59560 -2.04138
H -1.72342 1.98794 -2.58946
H 0.56810 1.08006 -2.33273
H 1.32822 -2.35595 -1.15425
H 1.80103 -1.25110 -2.45097
H 3.38292 0.30725 -1.97931
H 3.86232 0.55519 -0.29208
H 5.34910 -1.14723 -1.15403
H 4.01367 -2.03082 -1.91933
H 4.74349 -2.96703 0.30945
H 2.53091 -0.10738 1.44105
H 0.38483 -2.20770 0.87735
H 0.91080 -1.63141 2.43415
H 0.94431 1.16625 0.78692
H -1.90616 1.66365 1.01419
H -0.63834 2.04127 3.36323
H -1.79119 3.25609 2.79389
H 0.24281 4.56528 3.18684
H 1.23516 3.32091 2.41797
H 0.83919 4.85287 0.57529
H -0.81660 5.14056 1.10638
H -1.40337 3.47283 -0.40853
H 0.22773 2.82718 -0.48326
H -1.16895 -4.33315 0.47079
H -2.64128 -3.96078 -0.46081
H -2.07820 -2.83358 0.80599

[2]
Formula: C20H29N3O5S
Source: the OMol25 dataset
Level of theory: ωB97M-V/def2-TZVPD

Properties
Kohn-Sham gap = 9.5 eV
HOMO level = -8.96 eV
SMILES = CCCCNC(=O)Cn1c(=O)oc2cc(S(=O)(=O)N3C[C@H](C)C[C@H](C)C3)ccc21

Positions of all 58 atoms, in Å:
C -1.75813 -2.25162 -1.63935
C -3.08581 -1.59100 -1.28892
C -3.37519 -1.68067 0.20879
C -4.61131 -0.87836 0.62702
N -4.40339 0.54353 0.44456
C -3.74787 1.27696 1.35904
O -3.44618 0.90070 2.46978
C -3.36023 2.67318 0.83036
N -2.28890 2.52020 -0.12347
C -2.50268 2.25131 -1.45673
O -3.57552 2.14743 -1.99104
O -1.30469 2.09001 -2.06927
C -0.33275 2.20262 -1.11542
C 1.03265 2.08133 -1.24851
C 1.77207 2.21344 -0.08357
S 3.56143 2.01508 -0.17609
O 4.12378 2.69801 0.94988
O 3.96918 2.37828 -1.49951
N 3.89093 0.40860 0.01408
C 3.71427 -0.17526 1.32008
C 2.36218 -0.88388 1.46812
C 2.25730 -1.55263 2.83471
C 2.21277 -1.90018 0.33340
C 2.33467 -1.21406 -1.02928
C 2.21922 -2.21710 -2.17270
C 3.68095 -0.48257 -1.09912
C 1.19038 2.46584 1.14819
C -0.18414 2.59443 1.28011
C -0.93621 2.45734 0.12689
H -1.56864 -2.18446 -2.70783
H -0.94114 -1.75984 -1.11408
H -1.76618 -3.30191 -1.35492
H -3.05412 -0.54611 -1.60354
H -3.89298 -2.07535 -1.84253
H -3.52321 -2.72504 0.48875
H -2.51859 -1.30342 0.77292
H -4.80905 -1.04336 1.68878
H -5.48309 -1.17818 0.04326
H -4.54190 0.92401 -0.48225
H -3.02019 3.29835 1.65643
H -4.20637 3.14125 0.32205
H 1.51874 1.91350 -2.19424
H 3.82548 0.63374 2.04192
H 4.52215 -0.89874 1.48213
H 1.56360 -0.13866 1.37592
H 2.36766 -0.81728 3.62757
H 1.29091 -2.03803 2.94745
H 3.03526 -2.30370 2.95195
H 1.24630 -2.40348 0.41101
H 2.99295 -2.65990 0.42509
H 1.52940 -0.47574 -1.11942
H 3.01562 -2.95539 -2.11153
H 2.29430 -1.71084 -3.13173
H 1.26532 -2.73703 -2.13035
H 3.76180 0.12244 -2.00213
H 4.49280 -1.21976 -1.10078
H 1.83985 2.57475 2.00171
H -0.64542 2.77721 2.23637

[3]
Formula: C20H29NO4
Source: the OMol25 dataset
Level of theory: ωB97M-V/def2-TZVPD

Properties
Kohn-Sham gap = 2.5 eV
HOMO level = -4.79 eV

Positions of all 54 atoms, in Å:
C -5.02473 0.53597 1.29060
C -4.27615 -0.63561 0.71055
O -3.22115 -1.02041 1.60544
C -2.58590 -2.12010 1.11182
C -1.49959 -2.59317 2.00218
C -0.71902 -3.69758 1.49840
O -0.69158 -4.02537 0.31628
C 0.20099 -4.46430 2.48490
C 1.46604 -3.67045 2.77339
C 1.18238 -2.27535 3.33730
C -0.11021 -2.23145 4.17378
C -1.38059 -1.97849 3.33745
O -2.93274 -2.61441 0.05132
H -5.81943 0.81950 0.59519
H -5.49518 0.27947 2.24561
H -4.37962 1.40762 1.44470
H -4.95369 -1.48933 0.56836
H -3.83193 -0.37940 -0.26324
H -0.34915 -4.70179 3.40213
H 0.48178 -5.39989 1.99201
H 2.07271 -4.23503 3.49216
H 2.06191 -3.58631 1.85603
H 2.02611 -1.96387 3.96974
H 1.12021 -1.54910 2.51593
H -0.23157 -3.15936 4.74672
H -0.03169 -1.41235 4.90228
H -1.48925 -0.88446 3.20979
H -2.25608 -2.28780 3.94514
C 5.77238 2.41500 -3.59455
O 5.32218 1.73230 -2.39752
C 4.04939 1.94460 -1.97488
C 3.61635 1.22328 -0.83096
C 2.31106 1.31530 -0.41518
C 1.37351 2.11919 -1.11750
C 0.00517 2.11545 -0.68001
N -1.04936 2.28950 -1.45840
C -2.34170 2.61719 -0.85393
C -1.01142 2.21794 -2.91866
C 1.83966 2.91242 -2.19597
C 3.14762 2.81923 -2.63391
H 6.77600 2.02276 -3.75674
H 5.13118 2.18819 -4.45956
H 5.80982 3.50307 -3.43908
H 4.33856 0.58952 -0.31922
H 1.96068 0.75832 0.45444
H -0.19860 1.91547 0.38133
H -3.06486 2.74989 -1.66623
H -2.66790 1.80980 -0.18523
H -2.25882 3.54696 -0.27090
H -2.03250 2.01388 -3.25332
H -0.69576 3.17088 -3.36567
H -0.35164 1.41770 -3.27150
H 1.18231 3.62914 -2.68713
H 3.48786 3.40931 -3.48907

[4]
Formula: C20H30AsF7MnO15
Source: the OMol25 dataset
Level of theory: ωB97M-V/def2-TZVPD

Properties
Kohn-Sham gap (alpha / beta) = 7.6 / 9.0 eV
Spin multiplicity = 6
HOMO level (alpha / beta) = -7.93 / -9.29 eV
Expectation value of S² = 8.75

Positions of all 74 atoms, in Å:
Mn 11.91994 -19.58648 3.78612
As 12.13305 -15.91705 4.78223
F 11.91773 -17.69288 4.78197
F 13.11166 -16.04385 3.37258
F 12.33684 -14.20808 4.83983
F 11.16820 -15.87640 6.21578
F 13.53557 -16.16236 5.76170
F 10.72790 -15.78323 3.81970
F 11.09832 -18.96026 2.17444
C 14.00898 -23.79752 -0.98231
C 13.47146 -23.67119 0.42186
C 14.40628 -24.08290 1.55592
O 14.19681 -23.08658 2.55997
C 13.49108 -22.06010 2.02218
O 13.15237 -21.09640 2.62303
O 13.28892 -22.25892 0.71048
H 13.20091 -23.77843 -1.70641
H 14.63926 -24.68218 -1.10715
H 14.70841 -22.98518 -1.19137
H 12.49436 -24.14195 0.53222
H 15.45893 -24.18510 1.28901
H 14.10011 -25.04382 1.97818
C 7.37344 -24.36581 2.31446
C 8.49053 -24.10660 3.28700
C 9.85847 -24.71986 2.95949
O 10.77710 -23.67483 3.29316
C 10.09590 -22.51171 3.47990
O 10.60515 -21.45620 3.63986
O 8.77336 -22.70920 3.39391
H 7.65392 -24.09938 1.29116
H 6.47375 -23.80530 2.55771
H 7.12380 -25.42870 2.31668
H 8.14800 -24.47749 4.25966
H 9.94491 -25.05036 1.92436
H 10.06538 -25.54728 3.63642
C 13.77850 -24.97013 5.27667
C 13.14990 -23.98396 6.25081
C 14.10027 -23.32555 7.26634
O 13.90178 -21.92794 7.06985
C 13.11397 -21.71578 6.00128
O 12.85743 -20.63117 5.58254
O 12.68069 -22.86662 5.47903
H 13.06901 -25.11627 4.46449
H 14.01684 -25.90464 5.78765
H 14.71624 -24.58648 4.87153
H 12.31766 -24.48638 6.74646
H 15.14259 -23.59026 7.09173
H 13.82349 -23.54459 8.29532
C 18.59713 -19.05771 3.82833
C 17.50398 -19.71155 3.01186
C 16.97482 -21.00909 3.65311
O 15.71564 -20.63920 4.19804
C 15.36407 -19.39323 3.76384
O 14.33699 -18.86071 4.02146
O 16.34496 -18.86012 3.02537
H 18.90923 -18.11178 3.39181
H 19.48050 -19.70725 3.82607
H 18.29928 -18.92727 4.86853
H 17.81965 -19.81110 1.97555
H 17.64578 -21.30718 4.45746
H 16.80936 -21.82051 2.94488
C 11.16286 -17.26020 9.16886
C 10.71010 -18.59994 8.63050
C 9.18720 -18.80720 8.64097
O 8.86369 -19.12958 7.28355
C 9.98914 -19.11321 6.53157
O 10.01707 -19.38493 5.37141
O 11.03092 -18.66387 7.24075
H 12.22437 -17.10619 8.99243
H 10.97304 -17.22465 10.24808
H 10.59572 -16.43044 8.74662
H 11.25509 -19.37106 9.17885
H 8.62251 -17.93141 8.95361
H 8.89187 -19.65888 9.25578

[5]
Formula: C20H30B3F12K3O15
Source: the OMol25 dataset
Level of theory: ωB97M-V/def2-TZVPD

Properties
Kohn-Sham gap = 9.7 eV
HOMO level = -10.99 eV

Positions of all 83 atoms, in Å:
K -0.14557 0.25736 4.30945
K -2.05185 3.72848 2.45480
K 1.91963 3.37333 1.32587
B -0.13724 0.84820 1.12684
F -0.16762 1.60786 -0.02552
F -0.96490 1.42183 2.11105
F -0.58471 -0.47252 0.85176
F 1.15213 0.63392 1.66684
B 1.47346 2.95248 4.46866
F 1.10181 2.73574 5.79860
F 2.38265 3.99928 4.39026
F 2.08380 1.85145 3.83294
F 0.29551 3.23942 3.74639
B -0.24423 5.47573 0.40281
F -0.04504 5.44756 1.77256
F 1.01143 5.36138 -0.21244
F -1.00042 4.31266 0.12255
F -0.99390 6.58567 0.04821
C 1.95011 -2.37428 -2.00883
C 1.46971 -2.91335 -0.68420
C 0.16629 -3.72109 -0.66242
O 0.48596 -4.92959 0.01505
C 1.83313 -5.05981 0.09855
O 2.40156 -6.03121 0.46909
O 2.43505 -3.91332 -0.28124
H 1.89270 -3.12785 -2.79249
H 3.01577 -2.15819 -1.89724
H 1.45913 -1.43501 -2.25334
H 1.47643 -2.13529 0.08120
H -0.10870 -3.98968 -1.68752
H -0.67770 -3.22096 -0.19814
C -2.62289 -2.22184 3.11622
C -3.47813 -1.49371 2.10039
C -3.31504 -1.93821 0.63435
O -4.65233 -2.09874 0.16387
C -5.53279 -1.90015 1.17664
O -6.70696 -1.87612 1.06562
O -4.86052 -1.77456 2.35260
H -2.49664 -3.26247 2.82612
H -3.03597 -2.05897 4.10927
H -1.61273 -1.79770 3.08218
H -3.36205 -0.40627 2.14582
H -2.82664 -2.90938 0.54110
H -2.78906 -1.19024 0.04768
C 3.87251 -0.47753 1.52049
C 5.19421 -1.19788 1.57094
C 5.74770 -1.53023 2.95058
O 6.45061 -2.75674 2.70162
C 6.02433 -3.30017 1.53077
O 6.42369 -4.31873 1.08439
O 5.13991 -2.46264 0.92180
H 3.03232 -1.13097 1.74179
H 3.74395 -0.18151 0.47253
H 3.89666 0.46107 2.07076
H 5.93924 -0.59238 1.04164
H 4.99147 -1.67024 3.72426
H 6.50276 -0.81987 3.27908
C -3.97696 1.89333 -3.03816
C -3.78769 1.52979 -1.58888
C -3.31830 2.67685 -0.69543
O -4.17799 2.59030 0.46812
C -5.20685 1.74259 0.19599
O -6.14896 1.58904 0.90120
O -5.02654 1.13283 -0.98787
H -4.31799 1.03416 -3.60958
H -3.02331 2.28594 -3.40447
H -4.67816 2.71730 -3.18295
H -3.08095 0.69867 -1.51273
H -3.49903 3.66903 -1.11340
H -2.27298 2.59958 -0.42106
C -0.06043 0.97487 -2.90656
C 0.18896 0.83032 -4.38053
C 1.37496 1.66506 -4.89385
O 2.06468 0.79743 -5.77395
C 1.63258 -0.48164 -5.58271
O 2.09550 -1.42515 -6.12789
O 0.63886 -0.50919 -4.66968
H -0.67074 0.15022 -2.53001
H -0.52652 1.94026 -2.71221
H 0.85275 0.88271 -2.31794
H -0.68801 1.01187 -5.00302
H 2.04222 1.98807 -4.09089
H 1.01895 2.57177 -5.38418

[6]
Formula: C20H30CaClO19
Source: the OMol25 dataset
Level of theory: ωB97M-V/def2-TZVPD

Properties
Net charge = +1
Kohn-Sham gap = 9.2 eV
HOMO level = -11.24 eV

Positions of all 71 atoms, in Å:
Ca 0.02697 -1.76748 0.35927
Cl 2.00495 -4.14505 1.23783
O 2.26323 -4.60976 2.56453
O 2.62929 -5.02642 0.30659
O 0.58507 -4.08308 0.95298
O 2.37945 -2.75663 1.05372
C 2.87761 -0.22681 -5.10017
C 1.91437 -1.40612 -4.85000
C 2.50394 -2.81788 -4.89493
O 2.25476 -3.32856 -3.57754
C 1.54925 -2.45416 -2.85576
O 1.08260 -2.66557 -1.78907
O 1.42223 -1.28135 -3.53158
H 3.62850 -0.20820 -4.31478
H 2.29323 0.69216 -5.08887
H 3.23878 -0.36672 -6.12002
H 1.13792 -1.39220 -5.61951
H 3.57337 -2.94569 -5.06728
H 1.97154 -3.46591 -5.59154
C -3.39607 2.41483 3.93590
C -3.41053 1.95717 2.52359
C -3.21305 3.02502 1.40031
O -2.30497 2.38655 0.51579
C -1.76128 1.30413 1.06125
O -0.94718 0.60194 0.54899
O -2.15946 1.22549 2.35818
H -4.04327 3.29318 4.10107
H -2.46348 2.85104 4.29667
H -3.81003 1.77330 4.71402
H -4.20173 1.24967 2.26748
H -2.71368 3.91811 1.76982
H -4.18681 3.09798 0.92278
C -4.76437 -0.10375 -3.51925
C -4.80246 -0.73013 -2.11859
C -5.05166 -2.21591 -2.06984
O -3.72806 -2.75884 -2.22174
C -2.86308 -1.87205 -1.78573
O -1.69572 -2.08350 -1.58626
O -3.46720 -0.68982 -1.56123
H -4.27868 0.87515 -3.44696
H -5.75042 0.16384 -3.89168
H -4.09443 -0.66501 -4.16815
H -5.43831 -0.18224 -1.42716
H -5.61034 -2.55733 -2.94553
H -5.57349 -2.68324 -1.23625
C 5.21561 2.20789 -1.92003
C 4.10999 2.18751 -0.88564
C 2.77499 2.76806 -1.44025
O 1.81906 1.82240 -1.06838
C 2.34633 0.69264 -0.64830
O 1.68450 -0.21493 -0.21699
O 3.69282 0.80974 -0.64035
H 5.11322 1.71623 -2.88093
H 6.15373 1.86660 -1.47520
H 5.41849 3.28041 -2.03391
H 4.33525 2.58856 0.09964
H 2.88330 2.98926 -2.50191
H 2.56947 3.71839 -0.94644
C 1.07015 1.87957 5.81500
C 1.18824 0.41506 5.50692
C 0.12385 -0.51172 6.15591
O -0.28987 -1.32612 5.06110
C 0.14755 -0.83428 3.90917
O -0.11518 -1.29928 2.83179
O 0.90200 0.22187 4.09571
H 0.17233 2.25934 5.32525
H 1.96117 2.39192 5.45540
H 0.96427 2.09091 6.87908
H 2.19917 0.02878 5.63584
H -0.71743 0.06318 6.53358
H 0.66968 -1.15210 6.84259

Result set for total energy: -1244.7479 -1718.2340 -1135.0619 -5994.8189 -4982.4727 -3347.2269 Ha, one per record in the order listed.